# C22H40ClN5O2Ru

C22H40ClN5O2Ru as an isolated structure (wB97M-V/def2-TZVPD, OMol25).

Output
Net charge: -2
Total energy in eV: -50103.9526
Frontier orbital gap (alpha / beta) in eV: 1.4728 / 5.9931
HOMO energy (alpha / beta) in hartree: 0.1088 / -0.0582
Multiplicity: 5
Energy above the lowest of the compared OMol25 structures with the same formula, charge and spin in kcal per mole: 0.0

Positions of all 71 atoms, in Å:
Ru (0.56, -1.04, 0.07)
Cl (-0.17, 0.25, -1.83)
C (2.56, -4.16, 0.45)
C (1.90, -2.25, -0.48)
N (1.55, -3.55, -0.27)
H (4.50, -3.36, 1.12)
N (3.19, -2.09, -0.08)
H (2.46, -5.11, 0.94)
C (0.13, -4.01, -0.37)
C (0.07, -5.44, -0.87)
C (-0.55, -3.84, 0.98)
H (0.54, -6.12, -0.15)
H (-0.99, -5.70, -0.98)
H (0.55, -5.53, -1.85)
H (-1.70, -3.43, -1.31)
H (-0.27, -2.99, -2.30)
H (-0.52, -2.77, 1.30)
C (-0.65, -3.08, -1.28)
H (-0.10, -4.46, 1.76)
H (-1.61, -4.11, 0.84)
H (-0.74, -2.06, -0.80)
C (3.61, -3.26, 0.53)
C (3.84, -0.27, 1.45)
H (4.44, -0.91, 2.10)
H (4.23, 0.75, 1.45)
C (3.85, -0.75, 0.01)
H (3.42, 1.27, -0.53)
C (5.26, -0.80, -0.55)
H (5.26, -1.12, -1.60)
H (2.81, -0.23, 1.84)
H (2.00, 0.30, -0.26)
H (5.90, -1.46, 0.05)
H (5.66, 0.22, -0.50)
C (3.02, 0.27, -0.74)
H (2.96, 0.11, -1.82)
C (-3.71, 3.37, -0.81)
N (-3.33, 2.30, 0.03)
H (-2.67, 5.29, -1.11)
N (-1.76, 3.75, 0.18)
H (-4.66, 3.46, -1.28)
C (-3.78, 0.87, -0.12)
C (-5.21, 0.78, 0.34)
C (-3.64, 0.34, -1.55)
H (-5.90, 1.37, -0.28)
H (-5.52, -0.27, 0.27)
H (-5.30, 1.10, 1.38)
H (-3.23, -1.08, 0.52)
H (-2.84, 0.19, 1.74)
H (-2.58, 0.27, -1.84)
C (-2.87, -0.04, 0.68)
H (-4.19, 0.90, -2.31)
H (-4.01, -0.69, -1.55)
H (-1.86, 0.02, 0.26)
C (-2.69, 4.28, -0.72)
C (0.40, 3.74, -1.17)
H (0.03, 4.33, -2.02)
H (1.48, 3.96, -1.05)
C (-0.29, 4.02, 0.17)
H (1.49, 3.34, 1.11)
C (-0.07, 5.47, 0.57)
H (-0.53, 5.67, 1.55)
H (0.34, 2.67, -1.43)
H (0.33, 2.05, 0.70)
H (-0.48, 6.18, -0.15)
H (1.00, 5.66, 0.65)
C (0.41, 3.07, 1.10)
H (0.02, 3.09, 2.12)
C (-2.46, 2.86, 0.91)
O (0.97, -1.27, 2.87)
N (0.46, -0.68, 1.90)
O (-0.34, 0.33, 2.01)